Record 1
The following is a DFT calculation (wB97M-V/def2-TZVPD) of a molecular structure, C30H45B2BeF8N3O5 at a distorted geometry.

The value obtained for the total energy is -2573.509086 Eh. The value obtained for the HOMO-LUMO gap is 8.83 eV. The LUMO energy is -0.015 Eh.

Structure (XYZ):
```
94
C30H45B2BeF8N3O5 wB97M-V/def2-TZVPD
Be 19.580 -19.665 -6.621
B 20.327 -21.097 -8.386
F 19.676 -19.905 -8.474
F 20.454 -21.284 -7.072
F 19.567 -22.088 -8.899
F 21.575 -21.067 -8.892
B 17.882 -18.291 -7.639
F 19.270 -18.114 -7.834
F 17.138 -18.056 -8.742
F 17.760 -19.611 -7.357
F 17.640 -17.521 -6.512
N 15.821 -20.874 -10.592
C 14.496 -20.973 -10.951
C 13.508 -20.130 -10.436
C 13.870 -19.120 -9.583
C 15.198 -19.011 -9.200
C 16.131 -19.916 -9.717
H 14.250 -21.754 -11.655
H 12.494 -20.267 -10.781
H 13.126 -18.464 -9.157
H 15.516 -18.217 -8.540
H 17.172 -19.888 -9.430
N 18.493 -19.551 -5.324
C 17.878 -18.453 -4.865
C 17.012 -18.454 -3.734
C 16.783 -19.602 -2.980
C 17.462 -20.721 -3.447
C 18.254 -20.704 -4.600
H 18.080 -17.492 -5.315
H 16.604 -17.536 -3.336
H 16.160 -19.500 -2.104
H 17.278 -21.699 -3.026
H 18.690 -21.631 -4.941
N 13.420 -15.474 -8.489
C 13.548 -14.854 -7.269
C 14.681 -15.033 -6.394
C 15.700 -15.884 -6.815
C 15.565 -16.532 -8.030
C 14.371 -16.376 -8.801
H 12.813 -14.113 -6.991
H 14.742 -14.544 -5.434
H 16.594 -16.105 -6.251
H 16.295 -17.244 -8.384
H 14.290 -16.945 -9.715
C 17.007 -21.490 -8.270
C 18.016 -21.920 -7.197
O 18.645 -21.098 -6.555
C 18.016 -23.375 -6.805
H 16.664 -22.272 -8.947
H 17.308 -20.764 -9.025
H 16.124 -21.113 -7.756
H 17.173 -23.581 -6.146
H 18.876 -23.510 -6.148
H 17.987 -24.008 -7.692
C 18.409 -16.074 -8.384
C 19.287 -14.956 -8.900
O 20.502 -15.081 -9.083
C 18.707 -13.581 -9.146
H 17.876 -16.529 -9.218
H 17.637 -15.660 -7.735
H 19.020 -16.765 -7.802
H 18.817 -12.956 -8.259
H 17.676 -13.671 -9.488
H 19.212 -13.023 -9.934
C 15.833 -18.203 -12.066
C 15.811 -16.718 -11.559
O 14.921 -15.984 -11.963
C 16.895 -16.166 -10.684
H 15.668 -18.225 -13.144
H 15.039 -18.798 -11.615
H 16.758 -18.761 -11.922
H 16.751 -16.508 -9.659
H 16.902 -15.077 -10.634
H 17.915 -16.378 -11.006
C 14.042 -21.122 -7.353
C 14.376 -20.023 -6.436
O 13.575 -19.661 -5.598
C 15.787 -19.402 -6.400
H 14.151 -20.862 -8.406
H 13.010 -21.350 -7.086
H 14.755 -21.908 -7.104
H 16.185 -19.195 -7.393
H 16.502 -20.059 -5.904
H 15.706 -18.564 -5.708
C 19.177 -16.003 -5.477
C 20.215 -17.068 -5.901
O 20.090 -18.266 -5.726
C 21.353 -16.552 -6.734
H 19.242 -15.132 -6.129
H 19.323 -15.639 -4.460
H 18.225 -16.518 -5.602
H 22.209 -17.217 -6.622
H 21.633 -15.602 -6.277
H 21.183 -16.458 -7.806
```

For each atom in turn, the Mulliken charge in e is: atom 1 (Be): -0.84, atom 2 (B): 0.42, atom 3 (F): 0.30, atom 4 (F): -0.15, atom 5 (F): -0.35, atom 6 (F): -0.45, atom 7 (B): -0.33, atom 8 (F): -0.40, atom 9 (F): 0.30, atom 10 (F): 0.26, atom 11 (F): 0.78, atom 12 (N): -0.79, atom 13 (C): -0.96, atom 14 (C): -0.91, atom 15 (C): -0.07, atom 16 (C): 0.09, atom 17 (C): 1.36, atom 18 (H): 0.48, atom 19 (H): 0.44, atom 20 (H): 0.31, atom 21 (H): 0.13, atom 22 (H): 0.33, atom 23 (N): 0.68, atom 24 (C): 1.05, atom 25 (C): -0.57, atom 26 (C): -0.95, atom 27 (C): -1.20, atom 28 (C): -0.34, atom 29 (H): -0.97, atom 30 (H): 0.48, atom 31 (H): 0.48, atom 32 (H): 0.47, atom 33 (H): 0.61, atom 34 (N): -0.91, atom 35 (C): -0.78, atom 36 (C): -1.35, atom 37 (C): -0.31, atom 38 (C): 2.51, atom 39 (C): 0.07, atom 40 (H): 0.43, atom 41 (H): 0.45, atom 42 (H): -0.66, atom 43 (H): -0.50, atom 44 (H): 0.22, atom 45 (C): -0.16, atom 46 (C): 0.81, atom 47 (O): -0.24, atom 48 (C): -2.12, atom 49 (H): 0.79, atom 50 (H): -0.09, atom 51 (H): -0.78, atom 52 (H): 0.36, atom 53 (H): 0.43, atom 54 (H): 0.48, atom 55 (C): 1.39, atom 56 (C): 0.25, atom 57 (O): -0.69, atom 58 (C): -1.31, atom 59 (H): -0.45, atom 60 (H): 0.07, atom 61 (H): -1.37, atom 62 (H): 0.28, atom 63 (H): 0.33, atom 64 (H): 0.39, atom 65 (C): -0.83, atom 66 (C): 0.44, atom 67 (O): -0.61, atom 68 (C): -0.55, atom 69 (H): 0.62, atom 70 (H): 0.16, atom 71 (H): 0.20, atom 72 (H): 0.65, atom 73 (H): 0.11, atom 74 (H): 0.67, atom 75 (C): -1.43, atom 76 (C): -0.26, atom 77 (O): -0.68, atom 78 (C): 0.66, atom 79 (H): 0.94, atom 80 (H): 0.44, atom 81 (H): 0.31, atom 82 (H): -0.05, atom 83 (H): 0.44, atom 84 (H): 0.08, atom 85 (C): -0.13, atom 86 (C): 1.25, atom 87 (O): -0.09, atom 88 (C): -1.38, atom 89 (H): 0.33, atom 90 (H): 0.32, atom 91 (H): 0.01, atom 92 (H): 0.41, atom 93 (H): 0.45, atom 94 (H): 0.27



Record 2
The following is a DFT calculation (wB97M-V/def2-TZVPD) of a gas-phase ion, CHClFO3 (charge +1) at a distorted geometry.

As for the spin multiplicity: 3. Its net charge is +1. The value obtained for the total energy is -823.808932 Eh. The value obtained for the HOMO-LUMO gap (alpha / beta) is 8.56 / 5.94 eV. The expectation value of S² is 2.03. The LUMO energy (alpha / beta) is -0.317 / -0.409 Eh. For the energy above the lowest of the compared OMol25 structures with the same formula, charge and spin, the calculation gives 2.996 eV.

Structure (XYZ):
```
7
CHClFO3 wB97M-V/def2-TZVPD
C -0.166 -0.084 0.904
O -0.552 -0.654 -0.491
O 0.920 0.390 -2.150
O 0.047 -0.345 -1.958
F 0.925 -0.628 1.266
Cl -0.067 1.806 0.973
H -1.107 -0.485 1.456
```

For each atom in turn, the Mulliken charge in e is: atom 1 (C): 0.30, atom 2 (O): -0.11, atom 3 (O): 0.22, atom 4 (O): 0.33, atom 5 (F): -0.08, atom 6 (Cl): 0.00, atom 7 (H): 0.32



Record 3
The following is a DFT calculation (wB97M-V/def2-TZVPD) of H4N2O3Si in the gas phase at a distorted geometry.

The value obtained for the total energy is -627.111076 Eh. The value obtained for the HOMO-LUMO gap is 9.96 eV. The LUMO energy is 0.015 Eh. For the energy above the lowest of the compared OMol25 structures with the same formula, charge and spin, the calculation gives 0.205 eV.

Structure (XYZ):
```
10
H4N2O3Si wB97M-V/def2-TZVPD
N -0.834 -0.873 1.185
Si -0.292 0.445 0.269
O -1.393 0.821 -0.837
N 1.500 -0.212 -0.836
O 1.507 0.194 -1.987
O 2.336 -0.926 -0.332
H -0.211 -1.372 1.798
H -1.786 -0.897 1.517
H 0.320 1.607 0.895
H -1.147 1.213 -1.671
```

For each atom in turn, the Mulliken charge in e is: atom 1 (N): -0.40, atom 2 (Si): 0.49, atom 3 (O): -0.39, atom 4 (N): 0.65, atom 5 (O): -0.55, atom 6 (O): -0.55, atom 7 (H): 0.24, atom 8 (H): 0.24, atom 9 (H): -0.07, atom 10 (H): 0.34



Record 4
The following is a DFT calculation (wB97M-V/def2-TZVPD) of a molecular structure, C49H45FN4P2STi at a distorted geometry.

Its net charge is +2. The value obtained for the total energy is -4143.011970 Eh. The value obtained for the HOMO-LUMO gap is 6.42 eV. The LUMO energy is -0.232 Eh. For the energy above the lowest of the compared OMol25 structures with the same formula, charge and spin, the calculation gives 0.000 eV.

Structure (XYZ):
```
103
C49H45FN4P2STi wB97M-V/def2-TZVPD
Ti 0.263 0.699 0.013
C 4.108 2.894 -1.002
C 2.991 1.916 -0.848
N 1.744 2.199 -0.846
N 1.384 3.501 -1.026
C 0.085 3.834 -1.047
N -0.203 5.115 -1.252
S -1.133 2.681 -0.860
C 3.254 0.481 -0.656
C 4.528 -0.040 -0.764
C 4.717 -1.404 -0.592
C 3.620 -2.191 -0.313
C 2.375 -1.594 -0.213
N 2.169 -0.282 -0.389
H 3.854 3.881 -0.617
H 4.398 2.984 -2.052
H 4.978 2.571 -0.436
H 2.107 4.191 -1.164
H 0.502 5.821 -1.394
H -1.165 5.410 -1.232
H 5.364 0.603 -0.994
H 5.707 -1.832 -0.668
H 3.710 -3.256 -0.154
H 1.514 -2.177 0.048
C -3.062 -0.155 -2.620
C -3.418 0.374 -1.237
P -2.305 -0.039 0.168
C -2.903 -1.715 0.590
C -2.114 -2.856 0.549
C -2.652 -4.103 0.843
C -3.987 -4.217 1.193
C -4.784 -3.081 1.252
C -4.247 -1.841 0.956
C -2.969 0.925 1.566
C -2.626 0.499 2.851
C -3.023 1.221 3.962
C -3.778 2.377 3.810
C -4.141 2.799 2.539
C -3.735 2.081 1.423
C -1.871 0.527 -3.300
P -0.276 0.021 -2.562
C 1.002 0.853 -3.577
C 0.809 2.151 -4.049
C 1.828 2.823 -4.712
C 3.058 2.209 -4.906
C 3.259 0.914 -4.443
C 2.240 0.243 -3.783
C -0.127 -1.700 -3.135
C -0.131 -1.985 -4.504
C -0.008 -3.290 -4.946
C 0.134 -4.329 -4.031
C 0.143 -4.057 -2.673
C 0.007 -2.746 -2.236
H -3.940 0.037 -3.240
H -2.935 -1.241 -2.623
H -4.414 0.020 -0.965
H -3.496 1.461 -1.290
H -1.071 -2.779 0.310
H -2.024 -4.984 0.806
H -4.408 -5.186 1.427
H -5.826 -3.163 1.532
H -4.879 -0.963 1.016
H -2.045 -0.405 2.983
H -2.753 0.875 4.951
H -4.096 2.937 4.679
H -4.755 3.681 2.414
H -4.068 2.417 0.450
H -1.981 1.609 -3.281
H -1.795 0.223 -4.346
H -0.143 2.649 -3.915
H 1.652 3.820 -5.097
H 3.846 2.725 -5.439
H 4.205 0.417 -4.615
H 2.406 -0.776 -3.451
H -0.209 -1.186 -5.232
H -0.020 -3.501 -6.007
H 0.235 -5.347 -4.381
H 0.245 -4.861 -1.956
H -0.023 -2.535 -1.184
F 1.611 4.116 5.079
C 1.308 3.421 3.975
C 0.051 3.538 3.425
C -0.245 2.815 2.273
C 0.692 1.975 1.667
C 1.950 1.884 2.277
C 2.272 2.597 3.420
H -0.683 4.182 3.893
H -1.249 2.905 1.875
H 2.715 1.219 1.884
H 3.244 2.517 3.890
C 0.000 -0.641 1.443
C 0.252 -1.371 2.393
C 0.521 -2.231 3.502
C 1.758 -2.149 4.151
C 2.024 -2.970 5.233
C 1.061 -3.870 5.672
C -0.168 -3.956 5.031
C -0.443 -3.140 3.948
H 2.493 -1.433 3.807
H 2.978 -2.908 5.738
H 1.268 -4.504 6.524
H -0.913 -4.659 5.381
H -1.398 -3.197 3.445
```

Atom charges from the Mulliken analysis, given in e for atoms 1 to 99: atom 1 (Ti): -1.73, atom 2 (C): -2.14, atom 3 (C): 0.20, atom 4 (N): 1.93, atom 5 (N): -1.09, atom 6 (C): 0.09, atom 7 (N): -0.37, atom 8 (S): 0.01, atom 9 (C): 0.95, atom 10 (C): -1.22, atom 11 (C): -1.28, atom 12 (C): -1.41, atom 13 (C): 0.17, atom 14 (N): 1.35, atom 15 (H): 0.68, atom 16 (H): 0.25, atom 17 (H): 0.57, atom 18 (H): 0.21, atom 19 (H): 0.20, atom 20 (H): 0.28, atom 21 (H): 0.53, atom 22 (H): 0.50, atom 23 (H): 0.62, atom 24 (H): 0.23, atom 25 (C): -1.20, atom 26 (C): -1.34, atom 27 (P): 2.65, atom 28 (C): 1.02, atom 29 (C): -0.65, atom 30 (C): -1.21, atom 31 (C): -0.63, atom 32 (C): -0.97, atom 33 (C): -1.05, atom 34 (C): 0.42, atom 35 (C): -0.60, atom 36 (C): -0.62, atom 37 (C): -0.76, atom 38 (C): -0.60, atom 39 (C): -0.65, atom 40 (C): -1.27, atom 41 (P): 2.24, atom 42 (C): 0.23, atom 43 (C): -0.62, atom 44 (C): -0.73, atom 45 (C): -0.78, atom 46 (C): -0.66, atom 47 (C): -0.65, atom 48 (C): -0.27, atom 49 (C): -0.70, atom 50 (C): -0.90, atom 51 (C): -0.67, atom 52 (C): -0.79, atom 53 (C): 1.62, atom 54 (H): 0.61, atom 55 (H): 0.30, atom 56 (H): 0.76, atom 57 (H): 0.56, atom 58 (H): 0.70, atom 59 (H): 0.53, atom 60 (H): 0.44, atom 61 (H): 0.47, atom 62 (H): 0.44, atom 63 (H): 0.24, atom 64 (H): 0.50, atom 65 (H): 0.45, atom 66 (H): 0.50, atom 67 (H): 0.31, atom 68 (H): 0.75, atom 69 (H): 0.67, atom 70 (H): 0.42, atom 71 (H): 0.51, atom 72 (H): 0.47, atom 73 (H): 0.48, atom 74 (H): 0.35, atom 75 (H): 0.42, atom 76 (H): 0.47, atom 77 (H): 0.45, atom 78 (H): 0.52, atom 79 (H): -0.88, atom 80 (F): -0.34, atom 81 (C): 0.00, atom 82 (C): -0.93, atom 83 (C): -0.19, atom 84 (C): 1.70, atom 85 (C): -0.43, atom 86 (C): -1.03, atom 87 (H): 0.53, atom 88 (H): 0.15, atom 89 (H): 0.45, atom 90 (H): 0.56, atom 91 (C): 0.10, atom 92 (C): 1.18, atom 93 (C): -0.22, atom 94 (C): -0.46, atom 95 (C): -0.84, atom 96 (C): -0.45, atom 97 (C): -0.94, atom 98 (C): 0.07, atom 99 (H): 0.47